Record 1
ORCA calculation (ωB97M-V/def2-TZVPD) on the molecule C5H7F in a non-equilibrium geometry.

CARTESIAN COORDINATES (ANGSTROEM)
C: -1.33 0.92 -1.80
C: -0.65 0.36 -1.01
C: 0.27 -0.40 -0.14
C: -0.54 -1.18 0.87
C: 1.18 0.76 0.44
F: 2.03 1.13 -0.61
H: -2.10 1.35 -2.47
H: 0.95 -0.92 -0.79
H: -1.57 -1.41 0.49
H: -0.56 -0.46 1.61
H: 0.02 -2.02 1.29
H: 0.61 1.55 0.76
H: 1.70 0.32 1.36

## Properties
**Lowest unoccupied orbital energy**: 1.1 eV
**Charge**: 0
**Gap between HOMO and LUMO**: 11.1 eV
**Total energy**: -294.4793 hartree
**Highest occupied orbital energy**: -10.03 eV
**Energy relative to the best compared isomer or geometry (same formula, charge and spin)**: 46.63 kcal per mole
**SMILES string**: C#C[C@H](C)CF

---

Record 2
ORCA calculation (ωB97M-V/def2-TZVPD) on C5H7F2N as an isolated structure in a non-equilibrium geometry.

CARTESIAN COORDINATES (ANGSTROEM)
C: -0.39 -0.61 0.28
C: 0.19 -0.18 -1.08
C: 1.56 0.40 -0.67
C: 1.07 1.25 0.55
C: -0.42 0.91 0.50
H: 0.11 -0.79 -1.96
H: 2.28 -0.37 -0.40
H: 1.95 1.02 -1.48
H: 1.52 0.91 1.49
H: 1.20 2.30 0.41
H: -1.12 1.43 1.19
H: -1.67 0.75 -1.19
N: -0.67 1.04 -0.98
F: -1.63 -1.17 0.17
F: 0.34 -1.40 1.09

## Properties
**Lowest unoccupied orbital energy**: 1.1 eV
**Charge**: 0
**Gap between HOMO and LUMO**: 11.0 eV
**Total energy**: -449.1722 hartree
**Highest occupied orbital energy**: -9.85 eV
**Energy relative to the best compared isomer or geometry (same formula, charge and spin)**: 1.91 kcal per mole

---

Record 3
ORCA calculation (ωB97M-V/def2-TZVPD) on the molecule C5H7F2NOS in a non-equilibrium geometry.

CARTESIAN COORDINATES (ANGSTROEM)
C: 0.61 0.03 -0.23
C: -1.48 0.95 -0.92
C: 0.13 0.34 2.07
C: -1.03 -0.54 2.39
C: 1.75 -0.41 -2.72
N: 0.79 0.52 1.01
O: -0.43 0.13 -0.99
F: -1.79 1.42 0.34
F: 0.58 1.01 3.14
S: 2.05 -0.68 -0.95
H: -2.36 0.57 -1.42
H: -1.94 0.05 2.47
H: -0.84 -1.01 3.35
H: -1.16 -1.30 1.62
H: 1.52 0.64 -2.89
H: 0.94 -1.05 -3.06
H: 2.67 -0.68 -3.22

## Properties
**Lowest unoccupied orbital energy (spin up / spin down)**: 0.4 / 0.2 eV
**Charge**: 0
**Gap between HOMO and LUMO (spin up / spin down)**: 8.2 / 6.7 eV
**Total energy**: -922.5013 hartree
**Highest occupied orbital energy (spin up / spin down)**: -7.81 / -6.50 eV
**Energy relative to the best compared isomer or geometry (same formula, charge and spin)**: 65.65 kcal per mole

---

What is the charge in the second record?
0

---

Repeat the second record exactly.
ORCA calculation (ωB97M-V/def2-TZVPD) on C5H7F2N as an isolated structure in a non-equilibrium geometry.

CARTESIAN COORDINATES (ANGSTROEM)
C: -0.39 -0.61 0.28
C: 0.19 -0.18 -1.08
C: 1.56 0.40 -0.67
C: 1.07 1.25 0.55
C: -0.42 0.91 0.50
H: 0.11 -0.79 -1.96
H: 2.28 -0.37 -0.40
H: 1.95 1.02 -1.48
H: 1.52 0.91 1.49
H: 1.20 2.30 0.41
H: -1.12 1.43 1.19
H: -1.67 0.75 -1.19
N: -0.67 1.04 -0.98
F: -1.63 -1.17 0.17
F: 0.34 -1.40 1.09

## Properties
**Lowest unoccupied orbital energy**: 1.1 eV
**Charge**: 0
**Gap between HOMO and LUMO**: 11.0 eV
**Total energy**: -449.1722 hartree
**Highest occupied orbital energy**: -9.85 eV
**Energy relative to the best compared isomer or geometry (same formula, charge and spin)**: 1.91 kcal per mole

---

Number 3 is which compound?
C5H7F2NOS